1.
{"formula": "C2H7N2OS", "method": "ωB97M-V with the def2-TZVPD basis set", "lumo_energy_ev": -4.35, "homo_lumo_gap_ev": 9.27, "total_charge": 1, "smiles": "C[NH2+][C@]1(N)OS1", "de_lowest_kcal_mol": 54.3, "elements": ["C", "C", "N", "N", "O", "S", "H", "H", "H", "H", "H", "H", "H"], "coordinates": [[-0.655, 0.764, -0.126], [0.742, -1.317, 0.306], [0.318, 1.353, 0.799], [-0.085, -0.530, -0.719], [-1.937, 0.784, 0.272], [-1.874, 1.668, -1.248], [1.592, -0.805, 0.622], [0.195, -1.677, 1.147], [0.952, -2.218, -0.248], [1.276, 1.515, 0.504], [-0.149, 1.924, 1.429], [-0.884, -1.129, -1.117], [0.509, -0.333, -1.623]], "forces_ev_per_angstrom": [[1.4, 2.1, 0.5], [-1.3, -1.5, -1.9], [-1.4, -3.0, -3.2], [-0.2, -0.2, -1.3], [0.5, -0.7, 0.1], [1.1, -0.7, 0.6], [1.2, 0.9, 0.2], [-0.9, 0.5, 0.5], [0.7, -0.3, -0.1], [-0.6, 0.4, 0.1], [-0.4, 1.6, 1.3], [1.1, 1.1, 1.0], [-1.2, -0.2, 2.3]]}

---

2.
{"formula": "C37H48ClGaN5O2P", "method": "ωB97M-V with the def2-TZVPD basis set", "lumo_energy_ev": -5.18, "homo_lumo_gap_ev": 8.11, "total_charge": 2, "de_lowest_kcal_mol": 0.0, "elements": ["Ga", "O", "N", "C", "C", "C", "C", "C", "C", "C", "P", "C", "C", "C", "C", "C", "C", "C", "C", "C", "C", "C", "C", "H", "H", "H", "H", "H", "H", "H", "H", "H", "H", "H", "H", "H", "H", "H", "H", "C", "C", "N", "C", "C", "C", "C", "N", "H", "H", "H", "H", "H", "H", "H", "H", "H", "H", "H", "H", "H", "H", "C", "N", "C", "C", "O", "N", "C", "C", "H", "H", "H", "H", "H", "H", "H", "H", "H", "H", "H", "H", "Cl", "C", "C", "C", "C", "C", "C", "C", "H", "H", "H", "H", "H", "H"], "coordinates": [[0.018, -0.007, 0.622], [2.356, -0.983, -1.107], [1.825, 0.210, -0.638], [2.676, 1.150, -0.805], [2.603, 2.577, -0.457], [3.826, 3.241, -0.574], [3.932, 4.599, -0.322], [2.802, 5.320, 0.025], [1.580, 4.673, 0.137], [1.466, 3.305, -0.090], [-0.165, 2.536, 0.061], [-1.052, 3.070, -1.436], [-0.385, 3.740, -2.461], [-1.058, 4.101, -3.621], [-2.405, 3.810, -3.770], [-3.078, 3.136, -2.759], [-2.404, 2.756, -1.611], [-0.904, 3.395, 1.497], [-0.103, 3.666, 2.609], [-0.649, 4.226, 3.752], [-2.003, 4.530, 3.801], [-2.802, 4.283, 2.697], [-2.257, 3.725, 1.548], [1.727, -1.637, -0.748], [3.612, 0.837, -1.260], [4.705, 2.681, -0.868], [4.891, 5.091, -0.408], [2.866, 6.385, 0.206], [0.700, 5.243, 0.411], [0.665, 3.985, -2.367], [-0.526, 4.622, -4.405], [-2.929, 4.108, -4.667], [-4.130, 2.906, -2.868], [-2.939, 2.213, -0.848], [0.961, 3.464, 2.587], [-0.014, 4.431, 4.603], [-2.427, 4.977, 4.690], [-3.853, 4.540, 2.718], [-2.899, 3.572, 0.694], [-4.244, -3.128, -2.104], [-4.061, -1.640, -2.351], [-2.877, -1.096, -1.662], [-1.618, -1.230, -2.409], [-1.372, -0.079, -3.371], [-2.945, -0.549, -0.460], [-4.295, -0.407, 0.194], [-1.896, -0.052, 0.179], [-5.112, -3.491, -2.654], [-4.401, -3.341, -1.046], [-3.377, -3.696, -2.442], [-4.944, -1.079, -2.060], [-3.908, -1.446, -3.413], [-1.679, -2.175, -2.951], [-0.809, -1.326, -1.695], [-2.248, 0.120, -3.990], [-0.546, -0.327, -4.038], [-1.123, 0.839, -2.840], [-4.903, 0.329, -0.334], [-4.183, -0.087, 1.228], [-4.835, -1.352, 0.185], [-2.238, 0.388, 1.033], [-1.065, -2.810, 2.352], [-0.781, -3.693, 1.232], [-1.705, -4.820, 1.083], [-0.011, -3.256, 0.221], [0.196, -1.998, 0.037], [0.523, -4.153, -0.619], [0.972, -3.812, -1.966], [0.873, -5.514, -0.205], [-1.434, -3.416, 3.177], [-1.823, -2.060, 2.104], [-0.157, -2.321, 2.680], [-2.709, -4.469, 1.326], [-1.452, -5.639, 1.755], [-1.713, -5.181, 0.060], [0.591, -2.846, -2.278], [0.604, -4.566, -2.661], [2.063, -3.803, -2.012], [0.890, -5.590, 0.878], [1.874, -5.726, -0.579], [0.187, -6.254, -0.617], [-1.850, 0.771, 3.441], [-0.629, -0.216, 4.231], [-0.965, -0.779, 5.450], [-0.029, -1.552, 6.122], [1.229, -1.740, 5.568], [1.539, -1.162, 4.346], [0.615, -0.393, 3.638], [1.000, 0.200, 2.317], [-1.947, -0.608, 5.867], [-0.284, -1.994, 7.075], [1.971, -2.329, 6.090], [2.523, -1.316, 3.919], [2.005, -0.130, 2.049], [1.039, 1.286, 2.416]], "forces_ev_per_angstrom": [[0.2, 0.3, -0.6], [-0.2, -0.1, 0.1], [0.0, -0.1, 0.0], [-0.2, 0.2, 0.1], [0.1, -0.2, -0.2], [0.1, 0.0, 0.0], [0.0, 0.0, 0.0], [0.0, 0.0, 0.0], [0.0, 0.0, 0.0], [-0.1, 0.1, 0.1], [-0.1, 0.0, 0.2], [-0.1, 0.0, 0.0], [0.0, 0.0, 0.0], [0.0, 0.0, 0.0], [0.0, 0.0, 0.0], [0.0, 0.0, 0.0], [0.0, 0.0, 0.0], [0.0, 0.1, -0.1], [0.0, -0.1, 0.0], [0.0, 0.0, 0.0], [0.0, 0.0, 0.0], [0.0, 0.0, 0.0], [0.0, -0.1, 0.0], [0.0, -0.1, -0.1], [0.0, 0.0, 0.0], [0.0, 0.0, 0.0], [0.0, 0.0, 0.0], [0.0, 0.0, 0.0], [0.0, 0.0, 0.0], [0.0, 0.0, 0.0], [0.0, 0.0, 0.0], [0.0, 0.0, 0.0], [0.0, 0.0, 0.0], [0.0, -0.1, 0.1], [0.0, 0.0, 0.0], [0.0, 0.0, 0.0], [0.0, 0.0, 0.0], [0.0, 0.0, 0.0], [0.0, 0.0, 0.0], [0.0, 0.0, 0.0], [0.1, 0.1, 0.0], [0.0, -0.1, 0.0], [-0.1, 0.1, 0.0], [0.0, 0.0, 0.0], [0.2, 0.1, -0.3], [0.0, 0.0, 0.0], [-0.3, 0.0, 0.5], [0.0, 0.0, 0.0], [0.0, 0.0, 0.0], [0.0, 0.0, 0.0], [0.0, 0.0, 0.0], [0.0, 0.0, 0.0], [0.0, 0.0, 0.0], [0.0, 0.0, -0.1], [0.0, 0.0, 0.0], [0.0, 0.0, 0.0], [0.0, 0.0, 0.0], [0.0, 0.0, 0.0], [0.0, 0.0, 0.0], [0.0, 0.0, 0.0], [0.0, -0.1, -0.1], [0.0, -0.1, 0.0], [-0.1, 0.1, -0.1], [0.1, 0.0, 0.0], [-0.3, 0.3, 0.0], [0.4, -0.4, 0.2], [0.0, -0.1, -0.1], [0.1, 0.1, 0.1], [0.0, 0.1, 0.0], [0.0, 0.0, 0.0], [0.0, 0.0, 0.0], [0.0, 0.0, 0.0], [0.0, 0.0, 0.0], [0.0, 0.0, 0.0], [0.0, 0.0, 0.0], [0.0, 0.0, 0.1], [0.0, 0.0, 0.0], [0.0, 0.0, 0.0], [-0.1, 0.0, 0.0], [0.0, 0.0, 0.0], [0.0, 0.0, 0.0], [0.1, -0.1, 0.0], [-0.1, 0.1, 0.1], [0.0, 0.0, 0.0], [0.0, 0.0, 0.0], [0.0, 0.0, 0.0], [0.0, -0.1, 0.0], [0.1, 0.0, 0.0], [-0.1, 0.0, 0.2], [0.0, 0.0, 0.0], [0.0, 0.0, 0.0], [0.0, 0.0, 0.0], [0.0, 0.0, 0.0], [0.1, 0.0, 0.1], [0.1, 0.1, 0.0]]}

---

3.
{"formula": "C5H8O2", "method": "ωB97M-V with the def2-TZVPD basis set", "lumo_energy_ev": 1.04, "homo_lumo_gap_ev": 9.18, "smiles": "C1=CO[C@@H]2C[C@@H]2O1.[H][H]", "de_lowest_kcal_mol": 92.3, "elements": ["C", "C", "O", "C", "C", "O", "C", "H", "H", "H", "H", "H", "H", "H", "H"], "coordinates": [[-0.335, -1.320, 1.128], [0.959, -0.558, 1.156], [1.511, -0.242, -0.093], [0.608, 0.288, -0.976], [-0.409, 1.064, -0.584], [-0.768, 1.184, 0.725], [-0.295, 0.138, 1.541], [-0.709, -1.573, 0.138], [-0.520, -2.070, 1.888], [1.745, -0.759, 1.874], [0.734, -0.121, -1.964], [-0.138, 1.055, -3.126], [-1.032, 1.669, -1.228], [-0.849, 0.864, -3.054], [-0.501, 0.380, 2.576]], "forces_ev_per_angstrom": [[-0.1, -0.1, 0.1], [0.0, -0.1, 0.3], [0.0, -0.2, 0.0], [-0.1, 0.1, 0.0], [0.1, -0.2, -0.1], [0.1, 0.0, 0.1], [0.1, 0.0, 0.3], [0.1, 0.1, 0.2], [-0.1, 0.1, 0.0], [-0.2, -0.1, 0.0], [0.2, 0.5, -0.1], [-0.2, 0.2, -0.4], [0.0, -0.4, 0.0], [0.0, 0.0, -0.4], [0.1, 0.0, -0.1]]}

---

4.
{"formula": "C19H30Cl13F5NO14P3S4", "method": "ωB97M-V with the def2-TZVPD basis set", "lumo_energy_ev": -1.22, "homo_lumo_gap_ev": 7.70, "elements": ["C", "C", "O", "O", "C", "C", "C", "C", "C", "S", "C", "P", "N", "O", "O", "O", "S", "O", "O", "C", "P", "O", "Cl", "S", "O", "O", "C", "F", "F", "C", "F", "F", "F", "C", "C", "C", "C", "S", "O", "O", "O", "P", "O", "H", "H", "H", "H", "H", "H", "H", "H", "H", "H", "H", "H", "H", "H", "H", "H", "H", "H", "H", "H", "H", "H", "H", "H", "H", "H", "C", "Cl", "Cl", "Cl", "H", "C", "Cl", "Cl", "Cl", "H", "C", "Cl", "Cl", "Cl", "H", "C", "Cl", "Cl", "Cl", "H"], "coordinates": [[5.502, -2.100, 3.127], [5.036, -3.407, 2.479], [5.084, -4.437, 3.020], [4.592, -3.285, 1.182], [3.176, -3.452, 1.066], [2.772, -3.085, -0.386], [1.290, -2.650, -0.491], [0.920, -1.153, -0.333], [1.065, -0.194, -1.563], [1.941, -1.068, -2.960], [2.145, 0.938, -1.227], [3.835, 0.419, -0.573], [4.525, 1.799, -0.332], [4.775, -0.302, -1.690], [3.895, -0.376, 0.837], [2.568, 1.702, -2.354], [1.477, 2.229, -3.394], [1.410, 1.530, -4.629], [1.783, 3.576, -3.664], [-0.141, 2.013, -2.501], [-1.469, 2.254, -3.914], [-2.801, 2.935, -3.205], [-0.882, 3.643, -5.273], [-0.243, 3.424, -1.362], [1.020, 3.814, -0.807], [-0.638, 4.527, -2.186], [-1.422, 3.529, 0.036], [-1.202, 2.642, 1.025], [-2.706, 3.401, -0.308], [-1.371, 4.948, 0.798], [-2.587, 5.468, 0.870], [-0.587, 5.855, 0.268], [-0.985, 4.792, 2.054], [-0.286, 0.484, -2.041], [-1.457, 0.513, -0.988], [-2.392, -0.734, -0.897], [-3.112, -0.614, 0.505], [-3.658, -2.176, 1.180], [-4.732, -2.758, 0.446], [-4.085, -1.912, 2.513], [-2.365, -3.117, 1.315], [-1.020, -0.534, -3.495], [-0.910, -1.994, -3.205], [4.625, -1.647, 3.601], [5.896, -1.442, 2.341], [6.325, -2.314, 3.809], [2.981, -4.530, 1.192], [2.587, -2.907, 1.823], [3.503, -2.440, -0.879], [2.832, -4.046, -0.925], [0.819, -3.155, 0.377], [0.762, -3.100, -1.341], [1.439, -0.661, 0.508], [-0.099, -1.218, 0.078], [1.368, -2.273, -3.135], [1.700, 1.507, -0.397], [4.797, 1.885, 0.643], [4.628, 0.213, -2.504], [3.318, 0.020, 1.506], [-3.344, 2.171, -2.945], [-0.996, 0.596, 0.001], [-2.126, 1.339, -1.262], [-1.828, -1.674, -0.861], [-3.208, -0.756, -1.628], [-2.520, -0.067, 1.246], [-4.011, -0.007, 0.320], [-2.298, -3.627, 0.484], [-0.342, -0.287, -4.704], [-2.421, -0.339, -3.585], [5.146, 0.104, 6.803], [6.012, -1.412, 6.534], [6.242, 1.351, 7.395], [4.337, 0.644, 5.325], [4.388, -0.068, 7.557], [-5.046, 7.692, -0.820], [-5.694, 7.956, 0.802], [-5.747, 6.239, -1.542], [-5.341, 9.098, -1.844], [-3.975, 7.548, -0.740], [-2.892, -4.935, 4.464], [-4.221, -6.091, 4.362], [-2.362, -4.739, 6.136], [-1.544, -5.445, 3.439], [-3.248, -3.975, 4.103], [-5.727, -2.465, -2.853], [-6.448, -2.880, -4.406], [-4.518, -3.658, -2.393], [-5.004, -0.842, -2.925], [-6.508, -2.453, -2.103]], "forces_ev_per_angstrom": [[0.3, -0.4, -1.3], [0.6, 2.6, -0.8], [-0.1, -2.7, 1.4], [-0.4, 0.8, 0.3], [0.0, -0.7, -1.0], [-0.3, -0.9, -0.2], [0.2, -0.2, 1.1], [-0.4, 0.0, 0.5], [0.5, -0.5, -0.7], [0.5, 0.2, -0.4], [-0.9, -2.7, 0.6], [3.3, 3.4, 0.9], [-0.9, -0.2, 0.3], [-1.9, -0.8, 0.7], [-0.9, -1.3, -1.2], [-1.1, -0.2, -0.1], [0.5, 1.9, -1.2], [-0.5, -2.2, 0.4], [0.1, 1.3, 1.3], [0.5, -0.9, -0.3], [-0.6, -0.2, -0.9], [1.1, -0.5, 0.1], [-0.3, -0.1, 0.9], [2.3, 4.3, -1.0], [0.6, -2.3, 1.7], [-2.1, -0.6, -0.9], [-1.3, 0.2, 2.0], [0.5, -0.5, -0.3], [-0.1, -0.5, -0.8], [0.5, 1.0, 0.2], [-0.7, -0.2, -0.5], [0.4, 0.1, -0.7], [0.4, -0.7, 0.4], [-1.2, 0.8, -0.6], [0.1, -1.3, -0.7], [0.0, 0.1, 2.0], [0.3, 0.3, -1.6], [-2.0, 0.7, 2.2], [0.8, -0.5, -1.8], [1.1, 0.5, 1.1], [-0.5, 0.4, -1.2], [0.2, -1.9, -0.2], [0.1, 0.0, 0.6], [0.4, 0.0, 0.1], [-0.3, 0.0, 0.2], [-0.5, 0.0, 0.2], [-0.2, 0.4, 0.3], [0.5, 0.2, -0.1], [-0.2, 0.1, 0.3], [0.1, 0.4, -0.1], [0.0, 0.3, -0.3], [0.3, 0.4, 0.0], [0.2, -0.5, -0.2], [0.1, 0.5, -0.6], [-0.4, 0.4, 0.4], [0.4, 0.5, -0.4], [0.1, 0.4, -0.2], [0.3, -0.2, 0.0], [0.2, 0.1, -0.2], [-0.2, 0.4, -0.2], [-0.2, 0.6, -0.3], [0.3, 0.1, 0.5], [-0.1, 0.3, -0.6], [1.0, -0.2, 0.2], [0.0, -0.5, 0.1], [-0.1, -0.5, 0.5], [0.2, -0.1, 0.3], [-0.4, 0.7, 0.2], [0.5, 0.7, -0.1], [0.2, 0.0, 0.0], [-0.1, 0.1, 0.1], [-0.1, 0.0, 0.0], [0.0, 0.0, 0.0], [0.0, 0.0, -0.1], [-0.1, 0.0, 0.0], [0.1, 0.0, 0.0], [0.1, 0.0, 0.0], [0.0, 0.0, 0.0], [0.0, 0.0, 0.0], [-0.1, 0.0, 0.0], [0.0, 0.1, 0.0], [0.0, 0.0, -0.1], [0.0, 0.0, 0.0], [0.0, 0.0, 0.0], [0.1, -0.4, 0.0], [0.0, 0.1, 0.1], [0.0, 0.0, -0.3], [-0.6, 0.1, -0.3], [0.1, 0.1, 0.0]]}